(1)
# Br2IOP

A single Br2IOP molecule (wB97M-V/def2-TZVPD, the Open Molecules 2025 dataset).

Values from the calculation:
- energy (Eh) = -5862.37343
- gap between HOMO and LUMO (eV) = 7.52
- structure (SMILES) = O=P(Br)(Br)I
- energy relative to the best compared isomer or geometry (same formula, charge and spin) (kJ/mol) = 53.2
- LUMO (Ha) = -0.0932
- highest occupied orbital energy (eV) = -10.06

Atoms and positions in Å:
O  1.565  0.365  -0.471
P  0.200  0.167  -0.129
Br  -0.936  -0.163  -1.903
Br  -0.719  1.793  1.023
I  -0.111  -2.162  1.480

Partial charges, natural (NBO), in e:
1 O -1.03
2 P 1.40
3 Br -0.10
4 Br -0.11
5 I -0.16


(2)
# C24H28BF2N10Pt

A molecular structure, C24H28BF2N10Pt (wB97M-V/def2-TZVPD, the Open Molecules 2025 dataset).

Values from the calculation:
- energy (Eh) = -1822.88174
- gap between HOMO and LUMO (spin up / spin down) (eV) = 5.97 / 6.20
- charge = -1
- LUMO (spin up / spin down) (Ha) = 0.0731 / 0.0780
- highest occupied orbital energy (spin up / spin down) (eV) = -3.98 / -4.08

Atoms and positions in Å:
Pt  1.001  0.477  -0.005
C  -1.964  2.642  1.930
C  -2.326  1.814  0.742
C  -3.602  1.728  0.156
C  -3.449  0.908  -0.943
C  -4.466  0.444  -1.934
N  -2.155  0.537  -0.989
N  -1.465  1.076  0.054
B  -1.411  -0.392  -1.976
N  -0.291  0.394  -2.699
N  0.818  0.820  -2.052
C  1.630  1.379  -2.939
C  2.982  1.892  -2.578
C  1.026  1.327  -4.201
C  -0.185  0.690  -4.009
C  -1.232  0.345  -5.014
N  -0.819  -1.614  -1.237
N  0.301  -1.520  -0.475
C  0.601  -2.732  -0.036
C  1.785  -3.019  0.823
C  -0.346  -3.644  -0.521
C  -1.224  -2.898  -1.283
C  -2.437  -3.341  -2.030
H  -2.839  2.758  2.571
H  -1.635  3.637  1.624
H  -1.162  2.198  2.513
H  -4.507  2.208  0.491
H  -5.368  1.048  -1.842
H  -4.740  -0.600  -1.769
H  -4.102  0.527  -2.958
H  -2.184  -0.772  -2.805
H  3.338  1.442  -1.650
H  2.979  2.973  -2.440
H  3.685  1.654  -3.378
H  1.433  1.683  -5.133
H  -0.929  0.714  -5.993
H  -2.194  0.794  -4.762
H  -1.381  -0.733  -5.084
H  2.629  -2.385  0.552
H  2.081  -4.062  0.708
H  1.574  -2.831  1.877
H  -0.376  -4.706  -0.348
H  -2.513  -4.427  -1.984
H  -2.399  -3.042  -3.078
H  -3.347  -2.919  -1.599
N  6.743  -2.399  2.529
C  5.682  -1.932  2.570
N  4.449  -1.471  2.721
C  3.935  -0.704  1.788
N  2.933  -0.122  1.427
F  2.808  2.740  0.293
C  1.470  2.394  0.398
F  1.116  2.809  1.666
H  0.941  3.064  -0.295
N  1.593  -0.169  1.794
C  1.219  0.090  3.094
C  2.104  0.469  4.113
C  1.634  0.651  5.403
C  0.293  0.470  5.718
C  -0.583  0.087  4.709
C  -0.132  -0.108  3.417
H  3.151  0.600  3.891
H  2.334  0.941  6.177
H  -0.061  0.614  6.731
H  -1.633  -0.073  4.929
H  -0.810  -0.425  2.632

Atomic partial charges in e from the natural (NBO) method, atoms 1 to 6:
1 Pt 0.78
2 C -0.64
3 C 0.15
4 C -0.37
5 C 0.18
6 C -0.64


(3)
# C37H47F3NO2

5 unconnected molecules or ions with the total composition C37H47F3NO2 (wB97M-V/def2-TZVPD, the Open Molecules 2025 dataset).

Values from the calculation:
- energy (Eh) = -1942.65249
- gap between HOMO and LUMO (eV) = 7.37
- energy relative to the best compared isomer or geometry (same formula, charge and spin) (kJ/mol) = 49.7
- charge = +1
- LUMO (Ha) = -0.1136
- highest occupied orbital energy (eV) = -10.46

Atoms and positions in Å:
C  0.896  0.994  1.120
C  -0.476  1.545  0.794
O  -0.613  2.692  0.678
O  -1.560  0.721  0.590
C  -1.929  -0.024  1.761
C  -1.505  -1.494  1.614
C  -2.096  -2.074  0.314
C  -1.568  -3.507  0.040
N  -0.374  -3.539  -0.850
C  0.331  -4.854  -1.009
C  1.867  -4.624  -0.940
C  2.000  -3.310  -0.107
C  2.239  -3.421  1.400
C  1.390  -4.507  2.126
C  1.071  -4.123  3.547
F  0.082  -3.239  3.585
F  0.623  -5.171  4.204
F  2.099  -3.653  4.184
C  0.750  -2.571  -0.620
H  1.012  0.749  2.179
H  1.627  1.765  0.895
H  1.172  0.117  0.530
H  -3.019  -0.023  1.830
H  -1.560  0.443  2.676
H  -0.416  -1.558  1.666
H  -1.935  -2.065  2.441
H  -3.180  -2.057  0.417
H  -1.814  -1.451  -0.541
H  -2.400  -4.052  -0.403
H  -1.341  -3.930  1.018
H  -0.743  -3.291  -1.768
H  0.115  -5.339  -1.960
H  0.010  -5.556  -0.240
H  2.191  -4.319  -1.936
H  2.463  -5.429  -0.524
H  2.803  -2.643  -0.433
H  3.275  -3.680  1.615
H  2.047  -2.483  1.928
H  0.461  -4.745  1.614
H  1.964  -5.431  2.211
H  1.051  -2.350  -1.653
H  0.517  -1.578  -0.252
C  0.732  6.944  -2.654
C  -0.127  5.941  -3.087
C  -0.787  5.143  -2.162
C  -0.596  5.353  -0.802
C  0.258  6.358  -0.370
C  0.926  7.151  -1.295
H  1.249  7.563  -3.376
H  -0.280  5.781  -4.147
H  -1.451  4.357  -2.500
H  -1.112  4.737  -0.084
H  0.405  6.523  0.691
H  1.596  7.931  -0.957
C  -5.206  -7.011  -1.568
C  -4.202  -6.523  -0.744
C  -4.380  -6.500  0.634
C  -5.561  -6.974  1.188
C  -6.564  -7.465  0.364
C  -6.388  -7.481  -1.014
H  -5.068  -7.026  -2.642
H  -3.276  -6.159  -1.177
H  -3.598  -6.113  1.278
H  -5.699  -6.961  2.261
H  -7.484  -7.837  0.795
H  -7.173  -7.860  -1.655
C  1.417  5.014  3.639
C  0.560  4.012  3.203
C  -0.096  3.212  4.130
C  0.096  3.418  5.489
C  0.950  4.422  5.923
C  1.613  5.218  4.999
H  1.932  5.637  2.918
H  0.404  3.854  2.145
H  -0.762  2.426  3.791
H  -0.420  2.797  6.211
H  1.099  4.585  6.983
H  2.283  5.998  5.338
C  4.137  5.170  -6.830
C  5.130  5.665  -5.997
C  4.924  5.716  -4.624
C  3.728  5.263  -4.084
C  2.736  4.764  -4.918
C  2.938  4.721  -6.291
H  4.296  5.134  -7.901
H  6.065  6.013  -6.417
H  5.697  6.108  -3.975
H  3.568  5.299  -3.013
H  1.803  4.410  -4.497
H  2.162  4.338  -6.942

Atomic partial charges in e from the Löwdin method, atoms 1 to 6:
1 C 0.04
2 C -0.52
3 O 0.14
4 O -0.02
5 C -0.16
6 C -0.17


(4)
# C3H11NS

2 unconnected molecules or ions with the total composition C3H11NS (wB97M-V/def2-TZVPD, the Open Molecules 2025 dataset).

Values from the calculation:
- energy (Eh) = -573.82570
- gap between HOMO and LUMO (eV) = 10.30
- structure (SMILES) = CCCN.S
- energy relative to the best compared isomer or geometry (same formula, charge and spin) (kJ/mol) = 15.3
- LUMO (Ha) = 0.0378
- highest occupied orbital energy (eV) = -9.27

Atoms and positions in Å:
C  0.423  0.673  -1.984
C  -0.280  0.720  -0.622
C  -0.630  -0.677  -0.116
N  -1.136  -0.650  1.267
H  -0.056  -0.029  -2.672
H  1.470  0.396  -1.903
H  0.318  1.647  -2.464
H  0.384  1.226  0.073
H  -1.238  1.226  -0.761
H  0.237  -1.341  -0.079
H  -1.364  -1.135  -0.787
H  -1.397  -1.564  1.605
H  -1.905  -0.005  1.379
S  2.194  0.179  2.084
H  0.891  -0.042  1.827
H  2.089  -0.624  3.153

Atomic partial charges in e from the natural (NBO) method, atoms 1 to 6:
1 C -0.60
2 C -0.41
3 C -0.22
4 N -0.85
5 H 0.20
6 H 0.21


(5)
# C3H10S3

2 unconnected molecules or ions with the total composition C3H10S3 (wB97M-V/def2-TZVPD, the Open Molecules 2025 dataset).

Values from the calculation:
- energy (Eh) = -1314.69333
- gap between HOMO and LUMO (eV) = 6.21
- structure (SMILES) = CCS.CSS
- energy relative to the best compared isomer or geometry (same formula, charge and spin) (kJ/mol) = 406.4
- LUMO (Ha) = -0.0722
- highest occupied orbital energy (eV) = -8.18

Atoms and positions in Å:
C  1.898  1.308  -0.520
C  1.648  -0.222  -0.762
S  3.033  -1.088  -1.609
H  1.144  1.724  -1.212
H  1.757  1.788  0.492
H  2.922  1.506  -0.858
H  0.677  -0.296  -1.287
H  1.573  -0.740  0.198
H  3.087  -0.873  -3.046
C  -2.326  0.001  2.367
S  -2.647  -0.435  0.605
S  -2.667  -0.801  -1.517
H  -1.457  -0.592  2.656
H  -2.269  1.055  2.650
H  -3.089  -0.408  2.939
H  -3.283  -1.927  -1.095

Atomic partial charges in e from the natural (NBO) method, atoms 1 to 6:
1 C -0.64
2 C -0.51
3 S -0.10
4 H 0.21
5 H 0.22
6 H 0.22


(6)
# C5H4N3O

2 unconnected molecules or ions with the total composition C5H4N3O (wB97M-V/def2-TZVPD, the Open Molecules 2025 dataset).

Values from the calculation:
- energy (Eh) = -432.07878
- gap between HOMO and LUMO (eV) = 9.11
- energy relative to the best compared isomer or geometry (same formula, charge and spin) (kJ/mol) = 112.8
- charge = +1
- LUMO (Ha) = -0.1910
- highest occupied orbital energy (eV) = -14.30

Atoms and positions in Å:
C  4.154  -0.283  -0.605
C  -0.378  0.528  0.818
C  -1.710  0.680  1.112
C  0.183  -0.092  -0.259
C  -3.672  -0.346  -0.033
N  -2.614  0.064  0.299
N  3.042  -0.417  -0.893
N  0.687  -0.684  -1.109
O  -4.544  -0.694  -0.646
H  5.096  -0.167  -0.178
H  0.402  0.978  1.331
H  -2.102  1.127  2.009
H  1.456  -0.694  -1.845

Atomic partial charges in e from the natural (NBO) method, atoms 1 to 6:
1 C 0.23
2 C -0.47
3 C 0.23
4 C 0.62
5 C 0.92
6 N -0.58